No. 1
Molecular formula: CH9NO2
Method: DFT, the ωB97M-V functional and the def2-TZVPD basis

## Properties
Kohn-Sham gap ... 10.200 eV
Total energy ... -6767.4817 eV
ΔE to the lowest compared entry with this formula, charge and spin ... 9.3 kcal per mole
E_LUMO ... 0.0174 Eh
HOMO energy ... -9.7263 eV

Atoms and positions in Å:
C 0.6920 1.3462 -1.3135
N 0.8756 1.7825 0.0869
H -0.0022 1.9884 -1.8462
H 0.4217 0.2942 -1.4657
H 1.6812 1.4370 -1.7701
H 1.4711 1.0745 0.5287
H -0.0044 1.5292 0.5447
O 1.4907 -4.2037 1.8845
H 1.1860 -3.6079 1.1826
H 1.6808 -3.5246 2.5096
O -2.8485 0.4412 -0.0542
H -3.6960 0.1496 0.2238
H -2.9479 1.2934 -0.5112

Atom charges from the natural (NBO) analysis, given in e for atoms 1 to 6: atom 1 (C): -0.418, atom 2 (N): -0.811, atom 3 (H): 0.188, atom 4 (H): 0.170, atom 5 (H): 0.187, atom 6 (H): 0.338


No. 2
Molecular formula: C4H4AgO2
Method: DFT, the ωB97M-V functional and the def2-TZVPD basis

## Properties
Kohn-Sham gap (alpha / beta) ... 4.671 / 8.545 eV
Total energy ... -12301.7850 eV
ΔE to the lowest compared entry with this formula, charge and spin ... 0.0 kcal per mole
E_LUMO (alpha / beta) ... -0.0477 / -0.0475 Eh
Multiplicity ... 2
HOMO energy (alpha / beta) ... -5.9682 / -9.8377 eV

Atoms and positions in Å:
H 5.4004 1.6533 0.7746
O 4.6138 2.1330 1.2738
C 3.5550 2.4051 0.4626
C 2.4255 2.9504 0.8834
C 1.1074 3.2239 0.5646
C 0.1373 2.2235 0.4178
O -1.1258 2.4220 0.4343
Ag -3.6833 1.7760 0.0203
H 3.7227 2.1962 -0.6063
H 0.7671 4.2631 0.4676
H 0.5020 1.1874 0.2813

Atom charges from the natural (NBO) analysis, given in e for atoms 1 to 6: atom 1 (H): 0.497, atom 2 (O): -0.674, atom 3 (C): 0.073, atom 4 (C): 0.038, atom 5 (C): -0.315, atom 6 (C): 0.369


No. 3
Molecular formula: H3OPS
Method: DFT, the ωB97M-V functional and the def2-TZVPD basis

## Properties
Kohn-Sham gap ... 8.565 eV
Total energy ... -22218.0377 eV
ΔE to the lowest compared entry with this formula, charge and spin ... 53.0 kcal per mole
E_LUMO ... -0.0079 Eh
HOMO energy ... -8.7794 eV

Atoms and positions in Å:
P -0.3228 0.4358 1.2035
O 0.4721 -0.0814 -0.4670
S -0.3091 -0.8714 -1.6864
H -0.8595 1.6153 0.4826
H 0.9472 1.0368 1.6477
H 0.0721 -2.1351 -1.1804

Atom-resolved charges from natural (NBO), all expressed in e: atom 1 (P): 0.589, atom 2 (O): -0.938, atom 3 (S): 0.311, atom 4 (H): -0.026, atom 5 (H): -0.027, atom 6 (H): 0.091


No. 4
Molecular formula: C3H7N3O
Method: DFT, the ωB97M-V functional and the def2-TZVPD basis

## Properties
Kohn-Sham gap ... 8.962 eV
Total energy ... -9738.1606 eV
ΔE to the lowest compared entry with this formula, charge and spin ... 112.4 kcal per mole
E_LUMO ... 0.0318 Eh
HOMO energy ... -8.0953 eV

Atoms and positions in Å:
N -0.0558 -1.6791 0.5811
C 0.9545 -0.9133 -0.0728
N 0.3426 0.3646 -0.8470
N -0.2613 1.5799 -0.0432
C -1.1086 2.6034 -0.6289
C -0.5294 3.1091 -1.6601
O 0.0926 3.3516 -2.6119
H -0.2433 -1.3416 1.5613
H -0.8478 -1.6619 -0.0929
H 1.2685 -1.3520 -1.0553
H 1.7572 -0.6913 0.6451
H -0.4544 0.0323 -1.3093
H 0.4758 1.9327 0.5287
H -2.2308 2.5496 -0.3832

Atom charges from the natural (NBO) analysis, given in e for atoms 1 to 6: atom 1 (N): -0.843, atom 2 (C): -0.053, atom 3 (N): -0.517, atom 4 (N): -0.496, atom 5 (C): -0.409, atom 6 (C): 0.705


No. 5
Molecular formula: C35H31N3O3SZr
Method: DFT, the ωB97M-V functional and the def2-TZVPD basis

## Properties
Kohn-Sham gap ... 7.419 eV
Total energy ... -59515.9851 eV
ΔE to the lowest compared entry with this formula, charge and spin ... 6.0 kcal per mole
Total charge ... +2
E_LUMO ... -0.2432 Eh
HOMO energy ... -14.0380 eV

Atoms and positions in Å:
Zr -0.0413 0.8132 0.3308
C -0.0261 3.5091 -0.1347
C -0.4686 2.7638 -1.3863
C 0.1927 3.0863 -2.5860
C -0.2797 2.6078 -3.7829
C -1.3923 1.7626 -3.8115
C -2.0385 1.3569 -2.6621
C -3.1276 0.3316 -2.7110
C -1.5914 1.9022 -1.4339
N -1.9505 1.3798 -0.1790
C -3.1242 0.8897 0.3599
O -4.2492 1.0514 -0.0227
C -2.7738 0.1605 1.6483
C -3.6861 -0.2274 2.6110
C -3.1933 -0.6592 3.8393
C -1.8256 -0.6138 4.1064
C -0.9789 -0.2042 3.0955
N -1.4611 0.0971 1.8843
C 0.4761 0.2030 3.2972
O 1.0581 0.0363 4.3340
N 0.9254 0.8514 2.1635
C 1.9858 1.8060 2.0790
C 2.8176 1.7724 0.9480
C 2.7419 0.6623 -0.0695
C 3.7371 2.8001 0.7430
C 3.8306 3.8401 1.6447
C 2.9842 3.8787 2.7464
C 2.0375 2.8917 2.9783
C 1.0854 3.0271 4.1279
H -0.4585 4.5128 -0.1123
H 1.0591 3.6109 -0.0748
H -0.4076 3.1053 0.8223
H 1.0426 3.7564 -2.5545
H 0.2048 2.8836 -4.7094
H -1.7362 1.3833 -4.7655
H -3.2269 -0.0617 -3.7209
H -4.0851 0.7405 -2.3928
H -2.8963 -0.5050 -2.0450
H -4.7448 -0.1500 2.4059
H -3.8810 -0.9666 4.6155
H -1.4183 -0.8377 5.0827
H 2.4441 -0.2929 0.3808
H 3.7044 0.4741 -0.5465
H 2.0980 0.8943 -0.9474
H 4.3904 2.7648 -0.1195
H 4.5563 4.6276 1.4959
H 3.0479 4.7099 3.4367
H 1.0923 4.0491 4.5000
H 1.3460 2.3581 4.9476
H 0.0595 2.7900 3.8296
O -0.0027 -0.6165 -1.1577
S 0.7376 -1.7589 -1.9334
C 1.4653 -2.7278 -0.6452
C 2.5544 -3.5109 -1.0037
C 3.1766 -4.2703 -0.0227
C 2.7257 -4.2230 1.2886
C 1.6409 -3.4245 1.6349
C 0.9989 -2.6781 0.6612
C -0.5603 -2.7421 -2.5805
C -1.5645 -3.2757 -1.7755
C -2.5592 -4.0216 -2.3745
C -2.5358 -4.2400 -3.7520
C -1.5272 -3.7112 -4.5395
C -0.5264 -2.9451 -3.9546
H 2.9182 -3.5292 -2.0236
H 4.0252 -4.8872 -0.2831
H 3.2262 -4.8077 2.0478
H 1.2969 -3.3902 2.6598
H 0.1415 -2.0649 0.9178
H -1.5640 -3.1173 -0.7039
H -3.3522 -4.4457 -1.7745
H -3.3150 -4.8347 -4.2090
H -1.5165 -3.8886 -5.6057
H 0.2616 -2.5119 -4.5572

Atom charges from the Mulliken analysis, given in e for atoms 1 to 6: atom 1 (Zr): -0.490, atom 2 (C): -1.580, atom 3 (C): 1.516, atom 4 (C): -1.094, atom 5 (C): -0.948, atom 6 (C): -0.642